[1]
{
  "formula": "C24H50F6N3O4P2ReS2Si4",
  "method": "ωB97M-V/def2-TZVPD",
  "s_squared": 0.93,
  "charge": 1,
  "multiplicity": 2,
  "relative_energy_kcal_mol": 39.78,
  "e_lumo_ha": [-0.18606, -0.14835],
  "gap_ha": [0.1984, 0.2373],
  "symbols": ["Re", "F", "C", "F", "F", "S", "O", "O", "N", "S", "O", "O", "C", "F", "F", "F", "C", "P", "C", "C", "C", "P", "C", "C", "H", "H", "H", "H", "H", "H", "H", "H", "H", "H", "H", "H", "H", "H", "H", "H", "C", "Si", "C", "C", "Si", "Si", "C", "C", "C", "Si", "C", "C", "C", "H", "H", "H", "H", "H", "H", "H", "H", "H", "H", "H", "H", "H", "H", "H", "H", "H", "H", "H", "H", "H", "H", "H", "H", "H", "H", "H", "C", "H", "H", "H", "N", "C", "C", "C", "C", "N", "C", "C", "H", "H", "H", "H"],
  "positions_angstrom": [[0.82538, 0.23460, 0.25394], [-0.38459, -3.45619, 3.68206], [-1.03777, -2.90968, 2.67115], [-2.04506, -2.17234, 3.12753], [-1.49419, -3.84020, 1.85423], [0.10877, -1.77388, 1.76683], [-0.82683, -1.09111, 0.77428], [0.64007, -0.80757, 2.71595], [1.14967, -2.78837, 1.17668], [1.65426, -2.69297, -0.34741], [0.96168, -1.55214, -1.04184], [3.06273, -2.77804, -0.49845], [0.91888, -4.26789, -0.97416], [1.23526, -4.37509, -2.26345], [1.43416, -5.26874, -0.29215], [-0.39490, -4.25151, -0.83267], [-3.92828, -0.05190, 0.63004], [-2.87683, 0.81475, -0.60126], [-3.43725, 2.52081, -0.21448], [-3.82529, 0.54489, -2.15401], [-3.98889, -0.91638, -2.64030], [-2.84207, -2.25635, -2.02178], [-1.99393, -2.85368, -3.54544], [-4.08138, -3.60105, -1.86052], [-3.82415, -1.13111, 0.53850], [-4.97710, 0.22359, 0.49709], [-3.63321, 0.21826, 1.64493], [-4.52075, 2.62273, -0.30575], [-2.96680, 3.25406, -0.86129], [-3.16375, 2.76855, 0.81318], [-3.34445, 1.14975, -2.92098], [-4.82068, 0.96830, -1.99908], [-3.98520, -0.93231, -3.73155], [-4.98086, -1.24863, -2.33136], [-2.52147, -2.57095, -4.45800], [-1.95190, -3.94316, -3.50496], [-0.97023, -2.48845, -3.60248], [-4.61677, -3.78905, -2.79414], [-4.80867, -3.34531, -1.08910], [-3.57982, -4.52033, -1.55637], [1.40882, 4.78767, -2.97323], [0.25317, 3.71701, -1.97926], [-0.18786, 4.67465, -0.43582], [-1.32270, 3.52442, -2.96379], [1.28846, 1.59613, -1.63268], [3.73480, 1.90885, -1.98809], [4.36657, 2.69360, -3.52998], [4.14322, 3.08034, -0.59325], [4.55100, 0.23744, -1.83293], [1.08323, 0.60409, -3.85354], [-0.71373, 0.12361, -3.90076], [1.39245, 1.79867, -5.23237], [2.18028, -0.87498, -4.07204], [0.81774, 5.60228, -3.39970], [1.88095, 4.26172, -3.79876], [2.19454, 5.23286, -2.36241], [-0.73557, 5.57842, -0.71207], [0.69780, 4.98685, 0.11599], [-0.82842, 4.09903, 0.23220], [-1.97374, 4.37587, -2.75447], [-1.86547, 2.61681, -2.72789], [-1.11962, 3.52064, -4.03585], [3.98513, 3.68817, -3.74439], [4.26014, 2.07207, -4.41422], [5.43981, 2.77999, -3.32522], [3.60296, 4.01966, -0.71625], [5.21382, 3.30269, -0.63035], [3.93388, 2.67321, 0.38744], [4.91101, -0.06188, -2.81753], [3.90620, -0.55165, -1.45679], [5.42023, 0.29010, -1.17386], [-1.32208, 0.96314, -4.22653], [-1.08060, -0.22040, -2.93408], [-0.83849, -0.68764, -4.62159], [0.70781, 2.64529, -5.21932], [1.20807, 1.24664, -6.15921], [2.40458, 2.17928, -5.27520], [2.25215, -1.49176, -3.18075], [3.18611, -0.56018, -4.34930], [1.78971, -1.49562, -4.88243], [2.77220, 0.26384, 1.03985], [3.56832, 0.57751, 0.38242], [3.01135, -0.76668, 1.33549], [2.77765, 0.81682, 1.98127], [-0.73671, 5.29484, 5.50907], [-0.53383, 4.55341, 4.65848], [-0.27199, 3.62070, 3.58549], [-1.19256, 2.62224, 3.27722], [-0.89235, 1.74582, 2.26060], [0.24250, 1.83214, 1.54617], [1.10946, 2.81169, 1.83029], [0.89452, 3.72308, 2.84966], [-2.11523, 2.51454, 3.82683], [-1.56948, 0.94860, 1.98376], [1.98872, 2.87223, 1.21401], [1.62417, 4.49470, 3.04657]],
  "mulliken_charge": [2.87, -0.17, 0.61, -0.17, -0.14, 0.91, -0.83, -0.65, -0.49, 1.11, -1.18, -0.73, 0.56, -0.19, -0.19, -0.16, -1.50, 1.29, -1.42, -0.96, -1.55, 1.38, -1.18, -1.71, 0.18, 0.49, 0.44, 0.54, 0.26, 0.29, 0.44, 0.76, 0.50, 0.46, 0.49, 0.49, -0.11, 0.41, 0.43, 0.44, -1.18, 0.44, -0.94, -0.23, -0.67, 0.57, -1.31, -1.18, -1.25, -0.08, 0.06, -1.06, -0.86, 0.48, 0.22, 0.34, 0.55, 0.31, 0.05, 0.52, -0.89, 0.51, 0.37, 0.35, 0.46, 0.21, 0.55, 0.38, 0.42, 0.23, 0.49, 0.45, -0.93, 0.63, 0.22, 0.42, 0.31, 0.02, 0.33, 0.49, -1.66, 0.13, 0.56, 0.55, -0.42, -0.35, 0.47, -0.99, -0.61, 0.40, -0.60, -0.76, 0.59, 0.83, 0.47, 0.60]
}

---

[2]
{
  "formula": "C24H50O11",
  "method": "ωB97M-V/def2-TZVPD",
  "charge": 0,
  "multiplicity": 1,
  "e_lumo_ha": 0.02023,
  "gap_ha": 0.3861,
  "smiles": "CCOC(C)=O.CCOC(C)=O.CCOC(C)=O.CCOC(C)=O.CCOC(C)=O.CCOCC",
  "symbols": ["C", "C", "O", "C", "C", "H", "H", "H", "H", "H", "H", "H", "H", "H", "H", "O", "C", "O", "C", "C", "C", "H", "H", "H", "H", "H", "H", "H", "H", "O", "C", "O", "C", "C", "C", "H", "H", "H", "H", "H", "H", "H", "H", "O", "C", "O", "C", "C", "C", "H", "H", "H", "H", "H", "H", "H", "H", "O", "C", "O", "C", "C", "C", "H", "H", "H", "H", "H", "H", "H", "H", "O", "C", "O", "C", "C", "C", "H", "H", "H", "H", "H", "H", "H", "H"],
  "positions_angstrom": [[1.10707, 0.79250, -1.14140], [0.40127, 0.03182, -0.04078], [0.54279, 0.73594, 1.17081], [-0.32984, 0.22507, 2.16435], [-0.10416, 0.95606, 3.47006], [2.11304, 0.89789, -0.71974], [1.13366, 0.25726, -2.08392], [0.72724, 1.80616, -1.26392], [-0.65935, -0.12295, -0.28056], [0.84639, -0.97296, 0.01786], [-1.38253, 0.31976, 1.86722], [-0.13445, -0.84702, 2.31451], [-0.12266, 2.03411, 3.30680], [0.86739, 0.71553, 3.90050], [-0.90882, 0.68902, 4.15531], [-2.60210, 0.96813, 8.86547], [-2.24519, 0.46701, 7.83134], [-3.07655, -0.14308, 6.97920], [-4.47687, -0.07787, 7.32072], [-5.22776, -1.04701, 6.39337], [-0.82512, 0.42385, 7.35534], [-4.78481, 0.95556, 7.18962], [-4.61846, -0.40882, 8.34483], [-5.69811, -0.53900, 5.55417], [-6.01054, -1.54645, 6.96323], [-4.53493, -1.80217, 6.03097], [-0.20012, 0.07164, 8.17096], [-0.47337, 1.40907, 7.05033], [-0.74913, -0.21421, 6.47652], [2.36725, -2.65197, -3.75504], [1.54126, -2.96349, -2.93444], [0.29417, -2.48724, -2.92822], [-0.05435, -1.60862, -4.00989], [-0.25933, -2.35566, -5.30238], [1.78286, -3.91301, -1.79659], [0.69723, -0.82880, -4.12531], [-0.98718, -1.12378, -3.72555], [0.66273, -2.79678, -5.67624], [-0.69420, -1.68703, -6.04592], [-0.96092, -3.18364, -5.16131], [2.83849, -4.10236, -1.65969], [1.27199, -4.84919, -2.04780], [1.28721, -3.55616, -0.89523], [3.53836, 5.32173, 3.50825], [2.84016, 4.53333, 4.08832], [2.09828, 3.59931, 3.47614], [2.22532, 3.46959, 2.06198], [3.21063, 2.38572, 1.69948], [2.67429, 4.49204, 5.57984], [2.48814, 4.42453, 1.60429], [1.23910, 3.22295, 1.66701], [3.36679, 2.34105, 0.62058], [2.89054, 1.39963, 2.02522], [4.19139, 2.60565, 2.13295], [1.87847, 3.81120, 5.88125], [2.44256, 5.46741, 6.00282], [3.59953, 4.16248, 6.05433], [-4.71204, -2.37133, -1.63357], [-4.52654, -2.14316, -2.79899], [-4.47037, -0.91107, -3.31825], [-4.48502, 0.17399, -2.37330], [-3.08687, 0.39628, -1.83168], [-4.32925, -3.19363, -3.85795], [-5.21076, -0.02001, -1.58688], [-4.81326, 1.02989, -2.95939], [-3.08236, 1.18911, -1.08152], [-2.43642, 0.72775, -2.64343], [-2.68704, -0.51733, -1.39539], [-4.03618, -4.12054, -3.37389], [-3.50892, -2.87203, -4.50033], [-5.24309, -3.34094, -4.42648], [1.98689, 0.96712, -4.65889], [3.17256, 0.77390, -4.63985], [3.80758, -0.00860, -5.51698], [3.02496, -0.74308, -6.44646], [3.74618, -2.02980, -6.79243], [4.10497, 1.39774, -3.63887], [2.79580, -0.15827, -7.33876], [2.07017, -1.02691, -6.00115], [4.70006, -1.83808, -7.28489], [3.10967, -2.60862, -7.46025], [3.92189, -2.58097, -5.87041], [4.20816, 0.77074, -2.75701], [3.82056, 2.42833, -3.45098], [5.11389, 1.46585, -4.06401]],
  "mulliken_charge": [-0.25, 0.23, -0.09, -0.37, -0.83, 0.02, -0.25, 0.33, -0.23, 0.18, 0.26, 0.29, 0.13, 0.30, 0.30, -0.57, 0.67, -0.25, -0.27, -1.03, -0.81, 0.31, 0.31, 0.28, 0.32, 0.31, 0.33, 0.16, 0.26, -0.49, 0.87, -0.31, 1.55, -1.84, -1.25, -0.70, -0.01, 0.42, 0.39, 0.42, 0.34, 0.32, 0.31, -0.57, 0.71, -0.28, -0.19, -0.82, -0.90, 0.45, 0.16, 0.15, 0.13, 0.44, 0.15, 0.31, 0.28, -0.57, 0.78, -0.37, -0.44, -0.93, -0.95, 0.35, 0.33, 0.47, 0.22, 0.26, 0.33, 0.15, 0.32, -0.63, 0.85, -0.34, 0.34, -1.27, -1.12, 0.40, -0.21, 0.40, 0.37, 0.24, 0.21, 0.33, 0.41]
}

---

[3]
{
  "formula": "C24H51ClN5O9",
  "method": "ωB97M-V/def2-TZVPD",
  "s_squared": 2.01,
  "charge": -1,
  "multiplicity": 3,
  "e_lumo_ha": [0.09058, 0.05506],
  "gap_ha": [0.3540, 0.3260],
  "symbols": ["Cl", "O", "O", "O", "O", "C", "C", "C", "C", "C", "C", "N", "O", "C", "C", "C", "H", "H", "H", "H", "H", "H", "H", "H", "H", "H", "H", "H", "H", "H", "H", "H", "H", "H", "C", "C", "C", "C", "C", "C", "N", "O", "C", "C", "C", "H", "H", "H", "H", "H", "H", "H", "H", "H", "H", "H", "H", "H", "H", "H", "H", "H", "H", "O", "C", "N", "C", "H", "H", "H", "H", "H", "O", "C", "N", "C", "H", "H", "H", "H", "H", "O", "C", "N", "C", "H", "H", "H", "H", "H"],
  "positions_angstrom": [[-10.05001, -19.42771, -6.00303], [-9.88127, -19.55961, -7.43489], [-9.64772, -18.10381, -5.62350], [-11.46528, -19.66992, -5.70929], [-9.14922, -20.35356, -5.36460], [-8.64075, -19.72113, 0.61368], [-9.63508, -19.20700, -0.48657], [-10.17892, -20.46532, -1.06373], [-11.43753, -20.26421, -2.02149], [-12.60356, -19.69077, -1.23121], [-12.15815, -18.34669, -0.50023], [-10.75297, -18.45389, 0.10348], [-10.38638, -17.25413, 0.92924], [-12.15655, -17.17627, -1.50816], [-13.23860, -18.26322, 0.54465], [-8.79415, -18.42566, -1.52089], [-8.20122, -18.86023, 1.11743], [-7.86824, -20.38187, 0.22028], [-9.16666, -20.20275, 1.43804], [-9.51901, -21.04407, -1.71000], [-10.52933, -21.11178, -0.25912], [-11.79242, -21.17860, -2.49693], [-11.12176, -19.69382, -2.89502], [-13.00754, -20.51887, -0.64884], [-13.38448, -19.53793, -1.97613], [-11.80330, -16.26230, -1.03070], [-11.51956, -17.47932, -2.33912], [-13.18023, -16.97576, -1.82435], [-12.99003, -19.02475, 1.28383], [-13.29290, -17.30472, 1.06082], [-14.24678, -18.43182, 0.16618], [-9.42700, -18.22834, -2.38614], [-8.01143, -19.05835, -1.93940], [-8.34825, -17.48637, -1.19376], [-8.96526, -25.51637, -11.06368], [-9.01824, -24.04557, -10.58741], [-8.76578, -24.02554, -9.05809], [-8.53195, -22.59701, -8.56969], [-7.40241, -21.83052, -9.29081], [-7.75416, -21.77108, -10.81504], [-8.00092, -23.12738, -11.35906], [-8.15641, -23.15921, -12.77209], [-8.89591, -20.79747, -11.02555], [-6.53615, -21.14663, -11.45373], [-10.47331, -23.65438, -10.86285], [-8.01325, -26.00950, -10.86718], [-9.26050, -25.56887, -12.11162], [-9.76024, -26.17415, -10.71234], [-9.64348, -24.49556, -8.61443], [-7.87977, -24.60891, -8.80757], [-8.24148, -22.70674, -7.52485], [-9.40809, -21.95075, -8.51661], [-6.51484, -22.40417, -9.02389], [-7.20873, -20.84355, -8.87070], [-9.90043, -21.21345, -11.10304], [-8.90097, -19.95891, -10.32920], [-8.91728, -20.23143, -11.95681], [-5.68382, -21.82537, -11.48444], [-6.79263, -20.95547, -12.49573], [-6.13732, -20.23882, -11.00106], [-11.22613, -24.44066, -10.80691], [-10.55823, -23.46893, -11.93359], [-10.85348, -22.89175, -10.18316], [-15.78975, -22.88042, -4.94498], [-14.85613, -22.10544, -4.95377], [-14.51571, -21.53995, -6.11317], [-13.89421, -22.11331, -3.84204], [-15.21567, -21.64285, -6.83398], [-13.74525, -20.88902, -6.06053], [-13.15279, -21.32504, -3.97254], [-13.26432, -23.00288, -3.84393], [-14.36088, -22.08514, -2.85739], [-9.94796, -14.95464, -10.52568], [-9.92915, -15.85054, -9.66871], [-9.61508, -15.67890, -8.40458], [-10.28565, -17.25121, -10.02659], [-9.74418, -16.45337, -7.76927], [-9.33747, -14.81707, -7.95704], [-10.08121, -17.62612, -11.02946], [-11.30707, -17.48826, -9.72893], [-9.68467, -17.91524, -9.40531], [-11.71563, -24.81866, -5.37794], [-11.59442, -23.87783, -6.11235], [-10.83944, -22.87452, -5.85804], [-12.18164, -23.92590, -7.48129], [-10.42042, -22.86183, -4.93916], [-10.48021, -22.09292, -6.38734], [-11.83151, -24.82247, -7.99282], [-11.80642, -23.12721, -8.12113], [-13.26319, -23.95123, -7.34819]],
  "mulliken_charge": [1.66, -0.61, -0.75, -0.58, -0.67, -1.86, 1.57, -1.49, 0.14, -1.55, 1.94, 0.41, -0.51, -1.70, -1.83, -1.44, 0.41, 0.35, 0.44, 0.56, 0.34, 0.13, -0.15, 0.40, 0.55, 0.39, 0.29, 0.43, 0.45, 0.38, 0.33, 0.21, 0.39, 0.33, -1.75, 1.87, -1.36, 0.45, -1.77, 2.12, 0.31, -0.52, -1.76, -1.94, -1.86, 0.39, 0.43, 0.39, 0.06, 0.43, 0.59, -0.20, 0.37, 0.48, 0.27, 0.16, 0.46, 0.45, 0.41, 0.36, 0.43, 0.50, 0.20, -0.69, 0.44, -0.32, -0.19, 0.21, 0.19, -0.27, 0.28, 0.40, -0.69, 0.51, -0.27, -0.49, 0.22, 0.20, 0.34, 0.28, -0.03, -0.72, 0.74, 0.35, -0.94, 0.13, -0.38, 0.33, 0.03, 0.39]
}

---

| no. | electronic energy (a.u.) |
| --- | --- |
| 1 | -4723.9761 |
| 2 | -1772.1490 |
| 3 | -2355.8835 |